Entry 1:
# C27H80N4O15

A cluster of 11 separate species, C27H80N4O15 in total at a distorted geometry (ωB97M-V with the def2-TZVPD basis set, OMol25).

## Properties
Largest force on an atom (eV/Å): 3.44
Multiplicity: 1
HOMO (hartree): -0.32903
Frontier orbital gap (eV): 9.25
SMILES string: COC[C@H](C)N.COC[C@H](C)N.COC[C@H](C)N.COC[C@H](C)N.OCCO.OCCO.OCCO.OCCO.CO.CO.CO
Energy above the lowest of the compared OMol25 structures with the same formula, charge and spin (kcal/mol): 7.6
Molar mass (g mol⁻¹): 701.0

```
126
Properties=species:S:1:pos:R:3:lowdin_charge:R:1
C 0.91 -2.93 -6.22 -0.074
O -0.08 -2.37 -5.34 -0.235
C 0.18 -0.98 -4.95 -0.164
C -0.78 -0.41 -3.92 -0.447
C -2.25 -0.10 -4.35 -0.030
N -0.20 0.71 -3.26 0.055
H 0.68 -3.98 -6.22 0.085
H 1.83 -2.76 -5.73 0.062
H 0.81 -2.56 -7.25 0.095
H 1.19 -0.96 -4.59 0.096
H 0.03 -0.26 -5.85 0.157
H -0.83 -1.14 -3.16 0.099
H -2.42 0.85 -4.85 0.065
H -2.85 0.03 -3.40 0.078
H -2.72 -0.84 -5.01 0.078
H 0.61 0.39 -2.74 0.025
H 0.20 1.36 -3.94 0.098
C 4.91 4.16 1.46 -0.110
O 3.51 4.10 1.25 -0.232
C 2.96 5.38 1.13 -0.194
C 1.62 5.11 0.35 -0.448
C 1.87 4.82 -1.14 -0.045
N 0.71 6.20 0.44 0.053
H 5.27 5.00 2.15 0.112
H 5.36 4.46 0.49 0.086
H 5.31 3.21 1.76 0.073
H 2.78 5.92 2.07 0.126
H 3.65 5.97 0.41 0.146
H 1.25 4.17 0.79 0.117
H 0.97 4.60 -1.69 0.069
H 2.46 3.97 -1.32 0.030
H 2.36 5.76 -1.50 0.095
H -0.14 6.04 -0.02 0.057
H 0.59 6.36 1.44 0.079
C 5.66 0.63 -4.17 -0.096
O 4.39 0.38 -3.60 -0.198
C 4.34 0.81 -2.25 -0.183
C 2.87 0.60 -1.73 -0.434
C 2.74 1.06 -0.31 -0.055
N 2.39 -0.77 -1.86 0.067
H 6.38 -0.12 -3.88 0.075
H 6.08 1.61 -3.85 0.100
H 5.47 0.44 -5.21 0.085
H 4.97 0.19 -1.66 0.116
H 4.59 1.87 -2.08 0.129
H 2.20 1.25 -2.31 0.114
H 1.66 0.89 -0.16 0.079
H 2.96 2.13 -0.07 0.084
H 3.32 0.39 0.31 0.086
H 2.96 -1.20 -2.56 0.055
H 2.40 -1.31 -0.97 0.079
C 3.20 -3.97 -0.98 -0.035
O 1.76 -3.91 -0.93 -0.235
C 1.16 -3.95 -2.18 -0.214
C -0.31 -4.13 -1.95 -0.469
C -0.64 -5.34 -1.07 -0.057
N -1.06 -4.30 -3.16 0.077
H 3.52 -4.07 0.02 0.089
H 3.57 -3.05 -1.38 0.064
H 3.45 -4.75 -1.64 0.079
H 1.41 -3.02 -2.82 0.138
H 1.49 -4.86 -2.70 0.136
H -0.73 -3.26 -1.36 0.120
H -0.23 -5.29 -0.02 0.095
H -0.22 -6.22 -1.60 0.089
H -1.68 -5.59 -1.09 0.058
H -2.02 -4.26 -2.85 0.086
H -0.82 -3.73 -3.92 0.020
O 0.01 2.46 2.10 -0.066
C 1.05 1.84 2.79 -0.251
C 0.58 1.22 4.08 -0.198
O -0.24 0.04 4.05 -0.099
H -0.08 2.14 1.19 0.051
H 1.55 1.12 2.16 0.114
H 1.80 2.47 3.13 0.091
H 0.05 1.94 4.76 0.140
H 1.50 0.97 4.61 0.123
H -0.56 -0.10 3.13 0.071
O -5.91 0.32 4.73 -0.042
C -4.61 -0.17 4.60 -0.240
C -4.37 -0.61 3.15 -0.222
O -5.17 -1.74 2.87 -0.066
H -6.04 1.19 4.38 0.082
H -3.88 0.51 4.92 0.100
H -4.45 -1.02 5.29 0.124
H -3.36 -0.96 2.99 0.118
H -4.63 0.20 2.51 0.096
H -6.06 -1.39 2.82 0.096
O -4.60 2.82 2.11 -0.122
C -3.95 3.98 2.69 -0.212
C -2.49 4.00 2.12 -0.210
O -2.55 4.06 0.67 -0.094
H -4.22 2.72 1.20 0.076
H -4.57 4.91 2.52 0.122
H -3.96 3.83 3.78 0.110
H -1.94 3.12 2.48 0.095
H -1.98 4.95 2.50 0.126
H -2.18 3.22 0.34 0.042
O -1.00 -0.64 1.29 -0.110
C -1.67 -0.82 0.07 -0.210
C -2.32 0.56 -0.23 -0.153
O -1.29 1.57 -0.36 -0.096
H -0.23 -1.28 1.40 0.052
H -0.95 -1.15 -0.65 0.094
H -2.42 -1.64 0.13 0.081
H -2.98 0.87 0.57 0.104
H -2.83 0.43 -1.18 0.108
H -0.92 1.36 -1.22 0.046
C 0.73 -3.38 2.44 -0.119
O 0.95 -2.48 1.37 -0.148
H -0.21 -3.88 2.41 0.072
H 1.62 -4.08 2.50 0.110
H 0.70 -2.81 3.35 0.061
H 1.13 -2.97 0.53 0.066
C -1.23 -2.39 5.56 -0.139
O 0.02 -1.79 5.99 -0.125
H -1.33 -3.42 5.99 0.091
H -2.12 -1.92 6.03 0.072
H -1.26 -2.41 4.52 0.028
H 0.15 -1.13 5.34 -0.017
C -3.88 -3.52 0.26 -0.123
O -4.32 -2.16 0.12 -0.158
H -4.12 -3.93 1.23 0.086
H -4.50 -4.04 -0.46 0.077
H -2.82 -3.61 0.00 0.053
H -4.65 -1.83 0.98 0.040
```



Entry 2:
# C27H81N3O12

A cluster of 12 separate species, C27H81N3O12 in total at a distorted geometry (ωB97M-V with the def2-TZVPD basis set, OMol25).

## Properties
Largest force on an atom (eV/Å): 4.15
Multiplicity: 1
HOMO (hartree): -0.34916
Frontier orbital gap (eV): 9.61
SMILES string: COC[C@H](C)N.COC[C@H](C)N.COC[C@H](C)N.CC(C)O.CC(C)O.CC(C)O.CO.CO.CO.CO.CO.CO
Energy above the lowest of the compared OMol25 structures with the same formula, charge and spin (kcal/mol): 130.6
Molar mass (g mol⁻¹): 640.0

```
123
Properties=species:S:1:pos:R:3:lowdin_charge:R:1
C 7.81 0.40 0.76 -0.123
O 7.05 -0.77 0.63 -0.201
C 6.13 -0.96 1.70 -0.180
C 5.48 -2.38 1.53 -0.417
C 4.70 -2.39 0.18 -0.073
N 4.59 -2.67 2.66 0.024
H 8.72 0.20 0.20 0.094
H 8.03 0.77 1.76 0.081
H 7.15 1.19 0.41 0.086
H 6.69 -1.05 2.63 0.117
H 5.36 -0.18 1.69 0.129
H 6.17 -3.21 1.37 0.130
H 3.97 -1.58 0.09 0.071
H 4.12 -3.30 0.04 0.063
H 5.27 -2.37 -0.75 0.072
H 4.30 -3.64 2.63 0.067
H 5.24 -2.79 3.42 0.062
C 0.24 -3.70 9.04 -0.059
O -0.46 -3.62 7.76 -0.182
C 0.27 -3.23 6.63 -0.249
C -0.62 -3.26 5.41 -0.444
C -0.82 -4.69 4.96 -0.089
N -0.01 -2.53 4.29 0.039
H 0.66 -2.73 9.27 0.082
H 1.13 -4.31 8.90 0.076
H -0.36 -4.21 9.80 0.089
H 0.70 -2.25 6.81 0.121
H 1.19 -3.73 6.34 0.121
H -1.64 -2.95 5.64 0.139
H -1.27 -5.29 5.75 0.075
H 0.14 -5.17 4.76 0.081
H -1.54 -4.89 4.17 0.077
H 0.95 -2.84 4.30 0.061
H -0.42 -2.83 3.42 0.066
C 3.12 1.95 -3.80 -0.083
O 1.85 1.45 -4.27 -0.205
C 0.71 2.04 -3.74 -0.191
C 0.48 1.66 -2.21 -0.391
C -0.81 0.77 -2.07 -0.067
N 0.00 2.87 -1.52 0.018
H 3.92 1.33 -4.20 0.089
H 3.17 2.14 -2.73 0.078
H 3.31 2.93 -4.25 0.080
H 0.88 3.12 -3.77 0.106
H -0.15 1.86 -4.38 0.124
H 1.38 1.22 -1.79 0.124
H -0.48 -0.15 -2.55 0.072
H -1.67 1.11 -2.64 0.077
H -1.00 0.69 -1.00 0.068
H -0.24 2.56 -0.59 0.061
H 0.87 3.38 -1.50 0.062
C -8.12 1.96 -4.54 -0.059
C -8.42 1.91 -3.06 -0.495
C -7.94 0.71 -2.33 -0.081
O -7.83 3.12 -2.50 -0.071
H -8.55 2.85 -4.99 0.082
H -8.82 1.22 -4.94 0.074
H -7.07 1.70 -4.70 0.087
H -9.49 1.97 -2.90 0.136
H -6.89 0.43 -2.42 0.083
H -8.45 -0.18 -2.68 0.083
H -8.16 0.79 -1.27 0.084
H -6.87 3.05 -2.49 0.077
C -1.88 4.46 4.33 -0.037
C -1.67 2.89 4.57 -0.436
C -2.99 2.24 5.02 -0.069
O -1.14 2.15 3.46 -0.079
H -2.39 4.87 5.20 0.070
H -2.32 4.79 3.39 0.074
H -0.91 4.97 4.35 0.054
H -0.87 2.81 5.31 0.122
H -2.93 1.16 5.13 0.066
H -3.77 2.21 4.26 0.082
H -3.32 2.66 5.97 0.076
H -0.96 1.23 3.66 0.079
C -5.38 -3.23 0.99 -0.059
C -6.26 -4.39 0.49 -0.510
C -7.68 -4.48 1.03 -0.047
O -6.22 -4.25 -0.90 -0.049
H -5.49 -3.19 2.08 0.073
H -5.62 -2.26 0.56 0.079
H -4.35 -3.38 0.70 0.070
H -5.71 -5.30 0.75 0.128
H -8.13 -5.42 0.72 0.075
H -8.36 -3.72 0.64 0.080
H -7.74 -4.44 2.12 0.076
H -5.28 -4.33 -1.08 0.083
C 3.72 7.19 -1.44 -0.193
O 4.61 6.22 -1.03 -0.114
H 3.50 7.01 -2.50 0.077
H 2.77 7.15 -0.90 0.081
H 4.23 8.14 -1.28 0.079
H 4.15 5.85 -0.28 0.068
C -3.35 6.15 -2.58 -0.185
O -3.58 4.80 -2.39 -0.131
H -3.42 6.69 -1.64 0.073
H -2.37 6.19 -3.05 0.082
H -4.21 6.53 -3.15 0.082
H -2.84 4.47 -1.87 0.064
C -0.87 -5.66 -2.07 -0.209
O -2.18 -5.93 -2.43 -0.091
H -0.76 -4.73 -1.52 0.079
H -0.42 -6.42 -1.43 0.070
H -0.05 -5.69 -2.80 0.073
H -2.18 -6.88 -2.56 0.079
C 9.49 -0.46 -7.63 -0.205
O 9.88 0.05 -8.86 -0.101
H 10.33 -0.52 -6.94 0.076
H 8.60 0.04 -7.23 0.084
H 9.24 -1.52 -7.70 0.070
H 10.67 -0.48 -9.00 0.076
C 3.07 4.48 3.54 -0.161
O 2.47 3.97 2.35 -0.126
H 3.96 3.95 3.89 0.072
H 3.52 5.45 3.37 0.072
H 2.29 4.57 4.29 0.075
H 1.84 3.31 2.64 0.061
C 2.19 -2.74 -7.39 -0.147
O 1.07 -2.32 -6.57 -0.134
H 3.05 -3.04 -6.80 0.071
H 1.74 -3.66 -7.77 0.073
H 2.42 -2.18 -8.30 0.072
H 1.12 -1.48 -6.12 0.062
```



Entry 3:
# C27H81O36P9

A cluster of 9 separate species, C27H81O36P9 in total at a distorted geometry (ωB97M-V with the def2-TZVPD basis set, OMol25).

## Properties
Largest force on an atom (eV/Å): 2.43
Multiplicity: 1
HOMO (hartree): -0.37403
Frontier orbital gap (eV): 10.51
SMILES string: COP(=O)(OC)OC.COP(=O)(OC)OC.COP(=O)(OC)OC.COP(=O)(OC)OC.COP(=O)(OC)OC.COP(=O)(OC)OC.COP(=O)(OC)OC.COP(=O)(OC)OC.COP(=O)(OC)OC
Energy above the lowest of the compared OMol25 structures with the same formula, charge and spin (kcal/mol): 83.9
Molar mass (g mol⁻¹): 1260.7

```
153
Properties=species:S:1:pos:R:3:lowdin_charge:R:1
C -18.85 -22.37 5.66 -0.130
O -17.79 -21.61 5.10 -0.199
P -18.19 -20.19 4.43 0.396
O -17.02 -19.70 3.69 -0.210
O -19.52 -20.40 3.65 -0.191
C -20.10 -19.32 2.90 -0.077
O -18.76 -19.30 5.67 -0.254
C -18.08 -19.32 6.92 -0.104
H -19.78 -21.86 5.93 0.088
H -18.44 -22.74 6.60 0.094
H -19.22 -23.18 5.03 0.092
H -19.95 -19.67 1.87 0.102
H -19.56 -18.38 2.85 0.066
H -21.16 -19.11 3.05 0.091
H -17.05 -19.67 6.88 0.100
H -18.57 -20.10 7.52 0.085
H -18.12 -18.38 7.47 0.085
C -13.08 -13.58 -3.72 -0.077
O -13.95 -12.44 -3.84 -0.216
P -15.10 -12.30 -2.73 0.387
O -15.83 -13.57 -2.54 -0.211
O -15.90 -11.04 -3.24 -0.207
C -15.38 -9.76 -3.60 -0.076
O -14.30 -11.78 -1.45 -0.242
C -14.98 -11.60 -0.20 -0.077
H -13.43 -14.36 -4.39 0.095
H -13.06 -13.95 -2.70 0.060
H -12.06 -13.26 -3.92 0.093
H -15.57 -9.57 -4.65 0.093
H -14.31 -9.71 -3.39 0.088
H -15.87 -9.01 -2.99 0.091
H -14.66 -12.37 0.50 0.067
H -16.05 -11.62 -0.37 0.092
H -14.75 -10.64 0.25 0.095
C -11.40 -11.38 -0.49 -0.096
O -10.39 -12.21 0.02 -0.200
P -9.92 -13.55 -0.68 0.390
O -9.20 -13.35 -1.94 -0.223
O -11.28 -14.44 -0.83 -0.228
C -11.92 -15.12 0.26 -0.088
O -9.14 -14.20 0.55 -0.217
C -8.42 -15.41 0.40 -0.107
H -11.09 -10.35 -0.29 0.099
H -12.38 -11.52 -0.03 0.062
H -11.61 -11.57 -1.54 0.087
H -12.88 -14.65 0.48 0.065
H -11.33 -15.17 1.17 0.092
H -12.18 -16.10 -0.14 0.082
H -7.35 -15.22 0.42 0.093
H -8.58 -15.83 -0.60 0.089
H -8.69 -16.22 1.08 0.088
C -21.64 -12.50 -6.15 -0.130
O -20.82 -13.54 -5.69 -0.198
P -21.01 -14.15 -4.22 0.392
O -21.05 -13.29 -3.03 -0.234
O -22.32 -15.03 -4.47 -0.210
C -23.04 -15.47 -3.31 -0.086
O -19.80 -15.20 -4.08 -0.232
C -18.47 -14.79 -3.70 -0.081
H -22.18 -12.73 -7.07 0.088
H -21.08 -11.60 -6.44 0.087
H -22.39 -12.12 -5.45 0.089
H -22.67 -15.09 -2.36 0.066
H -22.94 -16.56 -3.30 0.090
H -24.08 -15.19 -3.47 0.091
H -17.92 -14.59 -4.62 0.091
H -18.08 -15.58 -3.07 0.076
H -18.56 -13.82 -3.20 0.073
C -8.88 -23.51 -2.16 -0.102
O -10.11 -24.21 -2.24 -0.225
P -10.44 -25.34 -1.16 0.376
O -9.36 -26.27 -0.84 -0.218
O -11.00 -24.56 0.11 -0.198
C -11.88 -23.46 -0.10 -0.114
O -11.79 -25.93 -1.79 -0.216
C -11.66 -26.94 -2.79 -0.101
H -8.08 -24.04 -1.62 0.088
H -9.05 -22.55 -1.68 0.090
H -8.43 -23.44 -3.15 0.090
H -12.15 -23.21 -1.12 0.090
H -11.41 -22.58 0.35 0.081
H -12.79 -23.63 0.48 0.093
H -11.21 -27.80 -2.30 0.088
H -11.23 -26.68 -3.75 0.091
H -12.67 -27.31 -2.99 0.086
C -12.96 -17.41 4.17 -0.113
O -12.10 -16.61 4.99 -0.208
P -11.10 -17.38 5.98 0.424
O -11.81 -18.45 6.71 -0.244
O -9.94 -17.94 5.00 -0.209
C -9.93 -19.34 4.72 -0.124
O -10.44 -16.20 6.83 -0.195
C -9.47 -16.57 7.79 -0.116
H -12.88 -17.07 3.14 0.044
H -13.99 -17.24 4.50 0.099
H -12.87 -18.50 4.26 0.075
H -10.47 -19.56 3.80 0.079
H -10.21 -20.05 5.50 0.088
H -8.89 -19.62 4.56 0.086
H -8.45 -16.22 7.53 0.089
H -9.31 -17.64 7.90 0.090
H -9.60 -15.94 8.68 0.093
C -21.54 -16.56 0.16 -0.068
O -21.11 -16.62 1.53 -0.237
P -20.83 -15.29 2.37 0.378
O -22.02 -14.48 2.65 -0.220
O -20.07 -15.85 3.66 -0.263
C -20.81 -16.65 4.61 -0.081
O -19.68 -14.45 1.63 -0.220
C -18.98 -13.49 2.48 -0.082
H -20.74 -16.78 -0.55 0.092
H -21.93 -15.55 0.01 0.083
H -22.32 -17.32 0.05 0.092
H -21.75 -17.10 4.27 0.093
H -21.07 -16.00 5.44 0.102
H -20.11 -17.45 4.85 0.056
H -17.93 -13.75 2.31 0.064
H -19.17 -13.54 3.55 0.068
H -19.00 -12.51 2.01 0.095
C -17.53 -16.43 5.31 -0.102
O -16.43 -15.61 5.72 -0.184
P -16.10 -14.28 4.92 0.430
O -17.31 -13.49 4.63 -0.234
O -15.04 -13.61 5.93 -0.224
C -15.59 -12.66 6.89 -0.066
O -15.21 -14.71 3.67 -0.226
C -14.00 -14.12 3.22 -0.085
H -18.07 -16.09 4.43 0.046
H -18.30 -16.35 6.08 0.098
H -17.16 -17.42 5.07 0.079
H -15.12 -11.69 6.77 0.087
H -15.28 -13.15 7.82 0.092
H -16.67 -12.57 6.85 0.078
H -14.04 -13.56 2.29 0.067
H -13.25 -14.90 3.08 0.062
H -13.53 -13.48 3.96 0.094
C -13.11 -19.49 1.47 -0.057
O -14.44 -19.21 0.94 -0.195
P -14.88 -17.68 0.94 0.442
O -13.96 -16.75 1.68 -0.265
O -14.83 -17.37 -0.63 -0.194
C -15.40 -16.15 -1.08 -0.094
O -16.39 -17.65 1.39 -0.177
C -16.97 -16.49 1.99 -0.077
H -12.90 -20.55 1.48 0.084
H -13.20 -19.19 2.52 0.051
H -12.39 -18.84 0.98 0.093
H -15.99 -15.67 -0.29 0.072
H -16.02 -16.17 -1.97 0.078
H -14.63 -15.39 -1.22 0.064
H -17.48 -15.95 1.18 0.084
H -16.23 -15.76 2.33 0.066
H -17.70 -16.75 2.74 0.063
```



What is the formula in the first record?
C27H80N4O15



Which of these has the highest energy above the lowest of the compared OMol25 structures with the same formula, charge and spin?
C27H81N3O12